Entry 1:
# C6H37NO13

A 13-piece molecular cluster, C6H37NO13 overall (the ωB97M-V functional and the def2-TZVPD basis, the Open Molecules 2025 dataset).

Structure (ORCA input):
```
! RIJCOSX wB97M-V def2-TZVPD def2/J DEFGRID3
* xyz 0 1
C -0.11 -2.01 -1.78
H 3.45 -0.60 2.46
H -3.70 2.42 -2.21
O 1.34 -2.51 2.27
H 1.20 0.31 -2.85
H -1.20 -1.75 0.83
H -4.00 1.19 -2.11
C 0.77 -0.25 -0.26
H 1.80 -0.63 -0.49
H 5.08 -0.77 -0.07
H -1.33 -4.37 -0.84
O -4.30 2.31 -0.11
H 0.31 -2.29 2.33
H -3.50 1.82 0.15
H 0.69 -2.26 -2.52
H -2.92 2.22 2.57
H -0.04 1.13 3.34
O -3.77 2.64 2.32
C -2.06 -3.60 -1.08
C 0.11 0.30 -2.57
O 1.40 1.74 3.48
O 3.28 2.63 -1.44
H 3.43 -3.10 -1.54
H -0.60 -0.06 -3.23
O 4.93 -0.59 0.80
H 0.35 -0.81 0.53
O -1.25 -1.79 1.77
H 4.14 0.13 0.81
H 2.18 -1.03 1.74
O 2.76 -2.47 -1.78
H 1.57 1.87 -0.58
H -4.25 2.88 0.69
H -0.72 1.32 2.02
H -2.14 -1.75 -2.35
N -0.22 -0.54 -1.42
C -1.48 -2.62 -2.08
H -1.51 -1.04 2.26
H -1.18 4.87 -0.44
H -1.28 -3.27 -2.96
H 1.49 -2.95 3.07
H -2.17 -3.01 -0.11
H 1.66 1.92 4.46
O 0.19 1.93 0.72
H -0.31 1.31 -2.28
H -4.49 1.97 2.16
H -2.83 -4.26 -1.43
O -3.50 1.70 -2.70
H 0.37 -2.61 -0.88
C 0.89 1.24 -0.04
H 2.16 1.07 3.27
H -0.82 3.37 -0.51
O -1.29 4.11 -1.00
O 2.71 -0.13 1.96
H 2.66 3.35 -1.61
H 2.85 -2.41 -2.73
H 4.02 2.97 -0.87
O -0.82 0.75 2.85
*
```

HOMO energy: -9.12 eV
Kohn-Sham gap: 9.217 eV

---

Entry 2:
# C6H37NO13

A 13-piece molecular cluster, C6H37NO13 overall (the ωB97M-V functional and the def2-TZVPD basis, the Open Molecules 2025 dataset).

Structure (ORCA input):
```
! RIJCOSX wB97M-V def2-TZVPD def2/J DEFGRID3
* xyz 0 1
H -3.56 -0.48 0.92
H -3.03 -0.43 2.38
C -0.33 -2.69 2.10
H 1.54 -0.40 1.07
H -3.18 1.49 1.79
N 0.67 0.37 -0.97
H -1.58 3.04 1.53
H -1.00 -1.94 0.31
O 3.79 2.85 1.52
H -3.70 1.62 0.25
H 4.00 -0.54 -1.17
O 4.28 -0.12 1.74
O -3.37 -1.03 1.70
O 4.77 -1.04 -1.43
H 1.53 -1.33 -4.68
O -0.67 1.40 -2.74
C 1.16 -1.06 -0.89
H 2.01 -2.31 -3.71
C -0.30 -1.53 1.03
H 3.84 2.63 2.46
H -1.55 1.59 3.03
C -0.29 -3.94 1.67
H -1.92 0.72 -3.75
H 3.70 0.06 1.00
H -1.07 2.06 -2.17
H -0.21 0.53 -0.47
H 4.29 -1.81 -1.76
H -2.31 -2.78 -2.23
O -1.05 3.15 2.34
C 0.61 1.04 -2.28
H 0.48 -1.68 -1.47
H 1.07 0.39 -3.07
O 2.09 -1.36 -3.89
H 1.61 4.38 2.16
H 1.90 3.53 1.02
H -2.81 -2.15 -0.94
O -2.82 0.33 -3.64
H 1.79 -2.20 0.95
O -3.76 0.21 -1.14
H 1.23 1.94 -2.15
H 4.80 -0.83 1.32
H -0.60 -2.42 3.10
O -3.13 1.96 0.96
H -0.35 3.77 2.04
O -2.13 -2.05 -1.63
O -2.02 0.96 3.62
C 1.17 -1.33 0.65
O 1.27 4.24 1.26
H -3.73 0.79 -1.94
H -0.61 -4.73 2.36
H -0.95 -0.73 1.38
H 2.17 -0.90 -1.26
H -2.40 1.51 4.31
H 4.18 2.06 1.13
H 0.02 -4.25 0.67
H -2.60 -0.33 -2.97
H -2.96 -0.26 -1.40
*
```

HOMO energy: -9.09 eV
Kohn-Sham gap: 8.986 eV

---

We obtain ΔE to the lowest compared entry with this formula, charge and spin values of 6.257; 4.659 eV for the records listed above, in that order.